one:
{
  "formula": "CH4BrClSi",
  "method": "ωB97M-V with the def2-TZVPD basis set",
  "gap_ev": 9.1237,
  "multiplicity": 1,
  "elements": ["C", "Si", "Cl", "Br", "H", "H", "H", "H"],
  "positions_angstrom": [[-0.2875, 0.9444, -0.5030], [0.1362, -1.2400, 0.3127], [1.3489, 1.5633, -0.6682], [-1.3376, 1.7192, 1.1047], [-0.7542, 1.2540, -1.4131], [-0.4668, -1.6758, 1.5751], [1.4723, -0.6075, 0.5500], [-0.1112, -1.9577, -0.9583]],
  "mulliken_charge": [-0.4437, 0.5397, -0.1486, -0.1742, 0.3873, -0.0562, -0.0593, -0.0450]
}

=====

two:
{
  "formula": "CH4BrClSi",
  "method": "ωB97M-V with the def2-TZVPD basis set",
  "gap_ev": 10.8618,
  "multiplicity": 1,
  "elements": ["C", "Si", "Cl", "Br", "H", "H", "H", "H"],
  "positions_angstrom": [[-0.8354, -0.1611, 0.3801], [0.8751, -0.1654, -0.4024], [-1.8180, 0.9988, -0.7189], [-0.8304, 0.7701, 2.0944], [-1.4480, -1.1836, 0.4174], [1.3618, 1.3227, -0.6407], [0.8099, -1.0407, -1.7111], [1.8851, -0.5408, 0.5812]],
  "mulliken_charge": [-0.2387, 0.3655, -0.1685, -0.0970, 0.3477, -0.0465, -0.0662, -0.0964]
}

=====

Energy ordering: two at the bottom, the next structure 115.9 kJ/mol above.

=====

one:
{
  "formula": "C4H25N3O6",
  "method": "ωB97M-V with the def2-TZVPD basis set",
  "gap_ev": 11.0093,
  "multiplicity": 1,
  "charge": 2,
  "elements": ["C", "C", "C", "N", "C", "N", "N", "H", "H", "H", "H", "H", "H", "H", "H", "H", "H", "H", "H", "H", "H", "H", "O", "H", "H", "O", "H", "H", "O", "H", "H", "O", "H", "H", "O", "H", "H", "O"],
  "positions_angstrom": [[2.2217, 0.9639, 0.2863], [1.5196, 0.1461, 1.3840], [0.0170, 0.5299, 1.6699], [-3.0921, -1.4016, 1.0444], [-1.9123, -0.9934, 1.5448], [-1.0461, -0.1735, 0.9032], [1.4097, 1.2603, -0.9169], [3.3380, 0.6148, 0.1962], [2.5794, 1.9585, 0.7252], [1.7100, -1.0600, 1.1548], [2.0332, 0.1090, 2.3572], [0.0962, 0.3082, 2.8954], [-0.1174, 2.7624, -3.4107], [-3.6055, -2.0715, 1.5567], [-3.4503, -1.2270, 0.0417], [-1.8563, -1.1131, 2.7002], [-0.9122, -0.3784, -0.1184], [1.2782, 0.4504, -1.5226], [1.9817, 1.9036, -1.6144], [0.5152, 1.7627, -0.7257], [1.3499, -1.6796, -1.1043], [0.8960, -1.2477, -2.7288], [1.0017, -1.1298, -1.7910], [2.4535, -3.3581, -1.2209], [3.5111, -2.4206, -0.8479], [2.6080, -2.5978, -0.5834], [-1.1195, 3.5872, 0.6980], [-2.5934, 3.0062, 1.2612], [-1.8911, 3.0233, 0.4409], [-3.1105, 0.1406, -1.6309], [-2.8544, -0.9718, -2.4685], [-2.7296, -0.7614, -1.5801], [-0.8762, 3.2425, -2.0419], [-0.1512, 1.6473, 1.8552], [-0.0575, 2.9718, -2.4505], [0.4383, -2.8518, 2.1010], [0.3611, -2.6146, 0.5414], [0.0563, -2.3369, 1.3990]],
  "mulliken_charge": [-0.9375, -0.2497, -0.9424, -0.2411, 0.1360, 0.2512, -0.0055, 0.3592, 0.4126, 0.1069, 0.6125, 0.3394, 0.3262, 0.2460, 0.2921, 0.3291, 0.2638, 0.2019, 0.4743, 0.2937, 0.3086, 0.2484, -0.6723, 0.3477, 0.3005, -0.6192, 0.3356, 0.3201, -0.6577, 0.3388, 0.2858, -0.6799, 0.3119, 0.1989, -0.6370, 0.2789, 0.2470, -0.5250]
}

=====

two:
{
  "formula": "C4H25N3O6",
  "method": "ωB97M-V with the def2-TZVPD basis set",
  "gap_ev": 11.6197,
  "multiplicity": 1,
  "charge": 2,
  "elements": ["C", "C", "C", "N", "C", "N", "N", "H", "H", "H", "H", "H", "H", "H", "H", "H", "H", "H", "H", "H", "H", "H", "O", "H", "H", "O", "H", "H", "O", "H", "H", "O", "H", "H", "O", "H", "H", "O"],
  "positions_angstrom": [[-0.4039, -1.6676, -1.4794], [-0.6679, -1.5307, 0.0210], [0.5542, -1.5781, 0.9642], [0.6995, 1.2142, 3.1110], [0.7093, -0.0151, 2.6872], [1.0684, -0.2833, 1.4289], [0.4655, -0.5880, -2.0421], [-1.3437, -1.7273, -2.0038], [0.0562, -2.6410, -1.6539], [-1.1997, -0.5887, 0.2129], [-1.4576, -2.2274, 0.2890], [0.3247, -2.3509, 1.6891], [2.1404, 1.9940, -3.4637], [0.6577, 1.4281, 4.0965], [0.8559, 2.0157, 2.5193], [0.6845, -0.8293, 3.3884], [1.2247, 0.4677, 0.7697], [0.3129, 0.3118, -1.5879], [0.2923, -0.6103, -3.0467], [1.4647, -0.8082, -2.0053], [-2.0792, 0.8940, -1.3444], [-2.3714, 2.1474, -2.1028], [-1.6482, 1.7093, -1.6369], [-4.3458, -0.8931, -0.6439], [-3.6433, -2.2041, -1.0664], [-3.4857, -1.3202, -0.7207], [3.2734, -0.8007, -0.5581], [3.6146, 0.3269, -1.3844], [2.8467, 0.0051, -0.8897], [0.9851, 3.9801, 0.2650], [0.1408, 4.1300, 1.5351], [0.5528, 3.4745, 0.9608], [2.6345, 0.5570, -3.5399], [1.3782, -2.1052, 0.4630], [2.3030, 1.2126, -2.9228], [-2.2184, 0.1012, 3.8557], [-2.4652, -0.9869, 2.8392], [-1.9099, -0.2133, 2.9971]],
  "mulliken_charge": [-1.1764, -0.2180, -1.1664, -0.1832, 0.1828, 0.0704, 0.0025, 0.4888, 0.3988, 0.2519, 0.4730, 0.4851, 0.2673, 0.2908, 0.1622, 0.4187, 0.1463, 0.2483, 0.4051, 0.3901, 0.2756, 0.3098, -0.6025, 0.2845, 0.2980, -0.5645, 0.3033, 0.3019, -0.5956, 0.3059, 0.3076, -0.6373, 0.3350, 0.3215, -0.5900, 0.2892, 0.3087, -0.5891]
}

=====

Energy ordering: two at the bottom, the next structure 296.2 kJ/mol above.

=====

one:
{
  "formula": "C5H5ClS",
  "method": "ωB97M-V with the def2-TZVPD basis set",
  "smiles": "C=CC(=S)C(=C)Cl",
  "gap_ev": 7.9071,
  "multiplicity": 1,
  "elements": ["C", "C", "C", "S", "C", "C", "Cl", "H", "H", "H", "H", "H"],
  "positions_angstrom": [[-0.1527, 1.8334, 0.2535], [0.6941, 1.2142, -0.5642], [0.7750, -0.2588, -0.5766], [2.2067, -0.9923, -0.8331], [-0.4656, -0.9622, -0.1861], [-0.4974, -1.8572, 0.7869], [-1.8617, -0.6233, -1.1778], [-0.2829, 2.9244, 0.1995], [-0.8717, 1.3106, 0.8756], [1.4101, 1.8139, -1.1577], [0.4469, -2.0133, 1.3889], [-1.4010, -2.3893, 0.9909]],
  "mulliken_charge": [-0.6815, -0.1834, 0.1469, -0.2038, 0.3228, -0.6956, -0.1425, 0.2615, 0.3056, 0.3242, 0.2410, 0.3049]
}

=====

two:
{
  "formula": "C5H5ClS",
  "method": "ωB97M-V with the def2-TZVPD basis set",
  "gap_ev": 7.7758,
  "multiplicity": 1,
  "elements": ["C", "C", "C", "C", "C", "H", "H", "H", "H", "H", "S", "Cl"],
  "positions_angstrom": [[0.7520, -0.8081, 0.2198], [1.8672, -0.1289, 0.8905], [-0.3761, 0.0339, -0.1417], [-0.2312, 1.2123, -0.8855], [-1.8951, -0.2311, 0.0381], [2.6503, -0.9350, 0.9933], [1.7729, 0.9078, 1.4774], [0.7587, 1.6353, -1.0490], [-1.2667, 1.6646, -1.2228], [-2.6292, 0.9512, 0.0284], [-2.5321, -1.8417, 0.1652], [1.1292, -2.4601, -0.5138]],
  "mulliken_charge": [0.1198, -0.6916, 0.8249, -0.8241, -0.3971, 0.2475, 0.2768, 0.3717, 0.1915, 0.2132, -0.1767, -0.1559]
}

=====

Energy ordering: one at the bottom, the next structure 301.6 kJ/mol above.

=====

one:
{
  "formula": "C3H12N2O2",
  "method": "ωB97M-V with the def2-TZVPD basis set",
  "smiles": "NCCNCO.O",
  "gap_ev": 10.2610,
  "multiplicity": 1,
  "elements": ["N", "C", "C", "N", "C", "O", "H", "H", "H", "H", "H", "H", "H", "H", "H", "H", "O", "H", "H"],
  "positions_angstrom": [[-1.6941, -1.5197, -1.8267], [-0.5203, -1.8455, -0.9536], [-0.3551, -0.9591, 0.3211], [0.1904, 0.4124, 0.0648], [-0.6412, 1.3837, 0.5947], [-0.1465, 2.7771, 0.4650], [-2.1887, -2.3152, -2.3773], [-2.5151, -1.2622, -1.2853], [-0.5958, -2.9435, -0.8339], [0.3792, -1.7987, -1.5280], [0.3311, -1.4443, 1.1311], [-1.3980, -0.8663, 0.7172], [0.4586, 0.5217, -0.8934], [-0.8630, 1.2621, 1.6872], [-1.6535, 1.3711, 0.1193], [0.7018, 2.5344, 0.0298], [2.8691, -0.2030, 1.1959], [3.0727, 0.5024, 1.8672], [2.1158, 0.1222, 0.6394]],
  "mulliken_charge": [-0.5950, -0.6652, -0.3231, -0.3473, -0.4268, -0.5195, 0.2504, 0.2172, 0.3412, 0.2961, 0.1957, 0.3346, 0.2822, 0.3097, 0.2726, 0.3261, -0.6965, 0.3138, 0.4338]
}

=====

two:
{
  "formula": "C3H12N2O2",
  "method": "ωB97M-V with the def2-TZVPD basis set",
  "smiles": "NCNCCO.O",
  "gap_ev": 9.5421,
  "multiplicity": 1,
  "elements": ["N", "C", "N", "C", "C", "O", "H", "H", "H", "H", "H", "H", "H", "H", "H", "H", "O", "H", "H"],
  "positions_angstrom": [[-2.6440, 0.6799, -1.1840], [-1.2725, 0.6734, -1.7447], [-0.6797, -0.6619, -1.6881], [0.6721, -0.7241, -1.0485], [0.6147, -0.4670, 0.4645], [1.6251, -1.1502, 1.2247], [-3.2687, 0.3424, -1.9019], [-2.9042, 1.6451, -1.0139], [-0.7038, 1.4385, -1.2009], [-1.3100, 0.9691, -2.8028], [-1.2186, -1.2778, -1.0957], [1.3712, -0.0425, -1.5017], [0.9791, -1.7391, -1.3191], [-0.3524, -0.7374, 0.8696], [0.7362, 0.6045, 0.5822], [2.3456, -0.5141, 1.3089], [2.0405, 0.6394, 3.7938], [2.7194, 0.2182, 4.3494], [1.2503, 0.1038, 3.9083]],
  "mulliken_charge": [-0.6524, -0.2468, -0.4542, -0.7203, -0.3361, -0.5426, 0.2432, 0.2260, 0.2825, 0.2963, 0.2753, 0.3588, 0.3101, 0.3233, 0.3071, 0.3282, -0.6356, 0.3159, 0.3215]
}

=====

Energy ordering: two at the bottom, the next structure 63.9 kJ/mol above.